Here is a 14-piece molecular cluster, C75H180N12O14 overall in a non-equilibrium geometry from the Open Molecules 2025 dataset. Energies are from the ωB97M-V functional and the def2-TZVPD basis.

E_HOMO: -7.540 eV
Net charge: 0
E_tot: -127226.7600 eV
Gap between HOMO and LUMO: 7.9 eV
E_LUMO: 0.39 eV

Geometry (Å):
C  -13.97106  -12.29349  -22.28980
O  -14.35818  -11.12670  -21.63868
H  -14.78032  -12.70679  -22.89179
H  -13.21399  -12.07505  -23.04295
H  -13.63148  -13.09258  -21.63084
H  -14.04727  -10.31054  -22.03719
C  -14.47117  -7.63613  -21.39943
O  -13.62272  -8.51777  -22.10953
H  -15.06409  -6.99957  -22.05620
H  -15.22450  -8.10454  -20.76604
H  -13.86761  -6.95832  -20.79577
H  -12.96619  -7.91163  -22.46047
C  -12.46043  -8.04501  -25.10103
C  -11.30062  -7.84388  -24.10327
C  -9.96058  -7.35848  -24.70630
O  -8.98441  -7.09441  -23.65837
C  -7.67715  -6.73802  -24.20457
N  -11.76283  -6.91621  -23.06852
H  -13.34669  -8.48420  -24.64305
H  -12.13578  -8.85234  -25.75747
H  -12.69205  -7.11385  -25.61815
H  -11.18433  -8.80788  -23.60803
H  -10.03582  -6.48583  -25.35509
H  -9.62826  -8.14024  -25.38930
H  -7.66490  -5.77682  -24.71840
H  -7.25528  -7.46087  -24.90287
H  -6.89841  -6.54882  -23.46574
H  -11.89599  -5.96637  -23.38501
H  -10.98679  -6.83287  -22.42748
C  -13.06439  -12.89309  -26.77065
C  -12.11845  -11.69799  -27.16339
C  -10.73356  -11.89001  -26.50661
O  -10.83587  -11.73464  -25.07822
C  -9.61893  -11.45913  -24.39942
N  -12.01498  -11.71413  -28.59444
H  -13.94346  -12.80179  -27.40859
H  -13.51038  -12.79314  -25.78111
H  -12.47727  -13.78716  -26.98055
H  -12.65175  -10.81230  -26.81806
H  -9.94096  -11.22318  -26.84607
H  -10.43012  -12.91280  -26.73001
H  -8.85280  -12.19011  -24.65787
H  -9.88845  -11.48848  -23.34366
H  -9.29915  -10.44540  -24.64065
H  -12.09485  -12.66522  -28.92482
H  -12.78119  -11.17562  -28.97264
C  -1.95109  -8.92570  -20.75156
C  -1.33839  -9.24585  -22.13050
C  -1.05548  -8.10339  -23.06080
O  -2.17964  -7.25305  -23.38217
C  -3.32297  -7.91430  -23.94957
N  -0.08231  -9.91006  -21.87208
H  -2.17193  -9.87397  -20.26154
H  -2.86600  -8.36985  -20.95662
H  -1.28854  -8.28399  -20.17074
H  -2.01339  -9.90685  -22.67415
H  -0.50042  -8.46691  -23.92560
H  -0.34370  -7.46567  -22.53662
H  -3.98138  -7.12904  -24.32096
H  -3.88943  -8.64821  -23.37634
H  -3.01138  -8.45651  -24.84232
H  0.39111  -9.37533  -21.15791
H  -0.20673  -10.78916  -21.39062
C  -7.02931  -12.36454  -15.12704
C  -8.38013  -11.76236  -14.89121
C  -9.45626  -12.81650  -14.40667
O  -9.77421  -13.83055  -15.23053
C  -10.41445  -13.48057  -16.47356
N  -8.24297  -10.66833  -13.95379
H  -7.11576  -13.19302  -15.83006
H  -6.59569  -12.73700  -14.19896
H  -6.27553  -11.67435  -15.50592
H  -8.75017  -11.36034  -15.83438
H  -10.36253  -12.29853  -14.09287
H  -9.15395  -13.27841  -13.46679
H  -11.46909  -13.30060  -16.26511
H  -10.37387  -14.24772  -17.24682
H  -9.86329  -12.60639  -16.82016
H  -7.75866  -9.88956  -14.37694
H  -9.18578  -10.36802  -13.75125
C  -3.47900  -5.04746  -16.78783
C  -2.97699  -6.39611  -16.42200
C  -3.28781  -7.55419  -17.43010
O  -4.53111  -7.61391  -17.99349
C  -5.64893  -7.80232  -17.12991
N  -1.56278  -6.34925  -16.26966
H  -3.25466  -4.31929  -16.00839
H  -4.54641  -5.03770  -17.00837
H  -2.96124  -4.69560  -17.68015
H  -3.38499  -6.57452  -15.42712
H  -2.98932  -8.55047  -17.10389
H  -2.63343  -7.36877  -18.28187
H  -6.48028  -7.74002  -17.83210
H  -5.78596  -7.03073  -16.37229
H  -5.85955  -8.78019  -16.69687
H  -1.13174  -5.82070  -17.01460
H  -1.34781  -5.80381  -15.44722
C  -9.61130  -3.47511  -16.91630
C  -9.26998  -4.97019  -16.49439
C  -9.89837  -5.96044  -17.41523
O  -11.35128  -5.92310  -17.20818
C  -12.06875  -6.61281  -18.29464
N  -7.87296  -5.20738  -16.41593
H  -10.65595  -3.30742  -16.65421
H  -9.33482  -3.43870  -17.97002
H  -9.02740  -2.85545  -16.23573
H  -9.58001  -4.93742  -15.44992
H  -9.67431  -6.96448  -17.05494
H  -9.66323  -5.92669  -18.47904
H  -11.75819  -7.63102  -18.52896
H  -11.98920  -6.06973  -19.23637
H  -13.13795  -6.60783  -18.08279
H  -7.51989  -4.53235  -15.75277
H  -7.47219  -4.90615  -17.29270
C  -7.98986  -17.59767  -21.55691
C  -8.65132  -18.05292  -20.26548
C  -8.82321  -16.84623  -19.32543
O  -7.49794  -16.41728  -18.85489
C  -7.57619  -15.50930  -17.69015
N  -9.97210  -18.54272  -20.56977
H  -8.33989  -16.67665  -22.02305
H  -8.13052  -18.31522  -22.36527
H  -6.91104  -17.47621  -21.45959
H  -8.00769  -18.80522  -19.80954
H  -9.42435  -17.09349  -18.45044
H  -9.31321  -15.99961  -19.80629
H  -6.52533  -15.30089  -17.48922
H  -8.06134  -15.97450  -16.83206
H  -7.95815  -14.53338  -17.98980
H  -9.62733  -19.39573  -20.98644
H  -10.41205  -18.83616  -19.70929
C  -6.36414  -10.32728  -19.93755
C  -7.28233  -10.75951  -21.12716
C  -7.55433  -12.31839  -20.99027
C  -8.71699  -12.77163  -20.08698
C  -9.96400  -11.96865  -20.16982
C  -9.66707  -10.42641  -20.14982
N  -8.62669  -10.05562  -21.16616
O  -8.55235  -8.64944  -21.29568
C  -11.02074  -9.80335  -20.54728
C  -9.38821  -10.01562  -18.62177
C  -6.58010  -10.46633  -22.44314
H  -6.24883  -9.24894  -19.82798
H  -5.42132  -10.87329  -19.90486
H  -6.79896  -10.63289  -18.98590
H  -7.85922  -12.70089  -21.96434
H  -6.67771  -12.91684  -20.74228
H  -8.40222  -12.58692  -19.05990
H  -8.91374  -13.82504  -20.28627
H  -10.66622  -12.32188  -19.41470
H  -10.45343  -12.26952  -21.09613
H  -11.86801  -10.17516  -19.97110
H  -11.09267  -8.72218  -20.42898
H  -11.25189  -10.00635  -21.59297
H  -10.36211  -10.13703  -18.14756
H  -8.75062  -10.77615  -18.17103
H  -9.01426  -8.99651  -18.52349
H  -6.47512  -9.39851  -22.63510
H  -7.07270  -10.85423  -23.33475
H  -5.56965  -10.86738  -22.36409
H  -9.04264  -8.42443  -22.08977
C  -5.24588  -14.85132  -27.78879
C  -3.94235  -14.73251  -27.02664
C  -3.31510  -13.32857  -27.28171
C  -4.20261  -12.24430  -26.60707
C  -4.19516  -12.43070  -25.09910
C  -4.68163  -13.88149  -24.63521
N  -4.14248  -14.95585  -25.53595
O  -4.37689  -16.25765  -25.09207
C  -4.31690  -14.05265  -23.12498
C  -6.25437  -13.92737  -24.78952
C  -2.87671  -15.78974  -27.44791
H  -5.70392  -15.82748  -27.62934
H  -5.13475  -14.67059  -28.85793
H  -5.92303  -14.09073  -27.40010
H  -2.34415  -13.28347  -26.78844
H  -3.25961  -13.02024  -28.32572
H  -5.27615  -12.22514  -26.79473
H  -3.79420  -11.24891  -26.78172
H  -4.81167  -11.67940  -24.60559
H  -3.17223  -12.24731  -24.77031
H  -4.73987  -13.25032  -22.52045
H  -4.85523  -14.89393  -22.68847
H  -3.24800  -14.16030  -22.94064
H  -6.75624  -13.58331  -23.88518
H  -6.58080  -13.35217  -25.65594
H  -6.50651  -14.98141  -24.90587
H  -3.28490  -16.79723  -27.36766
H  -1.98297  -15.81362  -26.82441
H  -2.46082  -15.63262  -28.44312
H  -3.46932  -16.55453  -24.99315
C  -11.39743  -19.11112  -25.66308
C  -10.23227  -18.76875  -24.72461
C  -9.02049  -18.21979  -25.54055
C  -9.37719  -16.85097  -26.10215
C  -9.75607  -15.89118  -24.94626
C  -10.93777  -16.32256  -24.04593
N  -10.68695  -17.75147  -23.70624
O  -11.64442  -18.27199  -22.82269
C  -10.95385  -15.47691  -22.71942
C  -12.32966  -16.12584  -24.83205
C  -9.78092  -20.10806  -24.09558
H  -12.17022  -19.69657  -25.16496
H  -11.15139  -19.77653  -26.49061
H  -11.88084  -18.24775  -26.12026
H  -8.16757  -18.09275  -24.87386
H  -8.57755  -18.88967  -26.27754
H  -10.10717  -16.82610  -26.91124
H  -8.49746  -16.43885  -26.59644
H  -9.98241  -14.88630  -25.30275
H  -8.86898  -15.72293  -24.33564
H  -11.76974  -15.83201  -22.08988
H  -10.03334  -15.74466  -22.20069
H  -10.99999  -14.39896  -22.87431
H  -12.59619  -15.07163  -24.90745
H  -12.42679  -16.49598  -25.85266
H  -13.07528  -16.48696  -24.12371
H  -9.41920  -20.81452  -24.84268
H  -10.41686  -20.66024  -23.40363
H  -8.89104  -19.94017  -23.48892
H  -11.22126  -18.24607  -21.96137
C  -4.56231  -12.97771  -17.77586
C  -3.41484  -13.77945  -18.42575
C  -2.30389  -13.84346  -17.38998
C  -1.24011  -14.97147  -17.59067
C  -1.96022  -16.33609  -17.75472
C  -3.03359  -16.31799  -18.90829
N  -3.87915  -15.13756  -18.82687
O  -4.95075  -15.19771  -19.74689
C  -2.33919  -16.47436  -20.28004
C  -3.88916  -17.70914  -18.73352
C  -2.85395  -13.03618  -19.59104
H  -5.39412  -13.03712  -18.47774
H  -4.35051  -11.93696  -17.53076
H  -4.98958  -13.46732  -16.90075
H  -1.81043  -12.87561  -17.30138
H  -2.68613  -14.03360  -16.38706
H  -0.67721  -15.07585  -16.66312
H  -0.58711  -14.67912  -18.41300
H  -2.51900  -16.57007  -16.84855
H  -1.17350  -17.06637  -17.94409
H  -1.50084  -15.78954  -20.40772
H  -1.90788  -17.46639  -20.41405
H  -3.07966  -16.18427  -21.02546
H  -4.54963  -17.91071  -19.57687
H  -3.19694  -18.55112  -18.73323
H  -4.43549  -17.72340  -17.79043
H  -2.12196  -13.65301  -20.11239
H  -2.53698  -12.02524  -19.33483
H  -3.65333  -12.95694  -20.32780
H  -5.60707  -15.75758  -19.32569
C  -13.13684  -10.37709  -17.09223
C  -14.58184  -10.89872  -16.73742
C  -15.29268  -9.82595  -15.84162
C  -16.76413  -10.16637  -15.70499
C  -17.43858  -10.17686  -17.05913
C  -16.86219  -11.20001  -18.05428
N  -15.37194  -11.17020  -17.99646
O  -14.73892  -12.01022  -18.87381
C  -17.47902  -12.56369  -17.66932
C  -17.33088  -10.87949  -19.49374
C  -14.39545  -12.19319  -15.94967
H  -12.55938  -10.99172  -17.78280
H  -12.50998  -10.21144  -16.21604
H  -13.19628  -9.46395  -17.68444
H  -14.82543  -9.83493  -14.85690
H  -15.17406  -8.82430  -16.25482
H  -17.26124  -9.39806  -15.11283
H  -16.91304  -11.02538  -15.05075
H  -17.49787  -9.24456  -17.62074
H  -18.43861  -10.45119  -16.72332
H  -18.56881  -12.55590  -17.68890
H  -17.11481  -13.43300  -18.21683
H  -17.35281  -12.71072  -16.59668
H  -17.02724  -11.53688  -20.30844
H  -18.42043  -10.84883  -19.49842
H  -16.95447  -9.90882  -19.81652
H  -13.94966  -12.97989  -16.55832
H  -15.36833  -12.60126  -15.67565
H  -13.86321  -12.09747  -15.00329
H  -14.65186  -11.39901  -19.60895

Force components x, y, z for each atom (eV/Å):
0.19 -0.17 -1.44
-0.70 -0.12 1.37
-0.44 -0.11 0.13
0.52 -0.12 0.12
0.10 0.30 0.33
0.38 0.28 -0.28
-0.34 0.56 0.08
-1.62 -0.85 0.81
0.03 0.09 -0.43
0.44 -0.61 0.05
0.01 0.02 0.30
1.02 0.54 -0.52
1.16 -0.59 -0.11
-0.66 1.01 -0.13
0.21 -0.62 0.00
0.57 -0.12 -1.12
-0.17 0.38 -0.03
0.64 0.07 0.69
0.06 0.48 0.43
0.03 0.34 -0.67
-0.08 -0.18 -0.21
0.46 -0.06 0.07
-0.44 0.42 0.22
0.47 -0.32 0.08
-0.76 0.12 -0.33
-0.42 -0.42 0.01
-0.60 -0.59 0.79
-0.20 0.07 -0.56
0.08 0.09 0.55
0.22 1.47 -0.06
-0.76 -1.35 1.32
-0.36 0.32 1.01
-0.56 -0.20 -0.58
-1.00 -0.07 -0.30
0.57 0.74 -0.66
0.12 -0.33 -0.38
0.68 -0.48 0.38
-0.51 -0.38 0.36
0.54 0.39 -0.06
-0.22 0.28 -0.50
0.28 -0.26 -0.11
0.21 -0.05 0.14
0.40 -0.06 0.06
0.38 0.15 -0.05
-0.03 -0.02 -0.23
0.03 -0.14 -0.30
-0.77 0.65 -1.64
-0.52 -0.66 1.05
-0.18 1.21 0.47
-0.22 -1.09 0.42
0.89 0.31 -1.05
1.09 -0.57 -0.36
-0.01 0.23 0.22
-0.32 0.02 0.56
0.08 -0.14 0.10
-0.02 -0.44 0.14
-0.40 -0.15 -0.41
-0.03 0.44 -0.05
-0.07 0.05 0.35
0.20 0.26 0.79
0.18 -0.18 -0.26
0.37 0.39 -0.06
-0.35 -0.36 -0.26
0.48 -0.79 -0.04
-0.42 -0.47 -0.42
0.76 2.12 1.75
-0.09 -2.59 -2.44
0.40 0.60 0.99
-0.69 -0.25 0.75
0.13 -0.10 -0.06
-0.19 -0.18 0.16
-0.25 0.29 -0.25
-0.07 -0.08 -0.38
-0.38 0.72 -0.19
0.57 -0.03 0.02
-0.08 0.46 -0.15
0.42 -0.36 0.46
-0.63 0.17 -0.55
0.05 0.05 -0.08
-0.07 0.50 0.30
-0.77 0.80 -1.08
-0.82 -1.00 0.25
1.39 0.65 0.11
-1.85 -0.05 0.20
-0.93 0.32 -1.13
1.60 -0.27 0.61
-0.10 -0.08 0.16
-0.11 0.11 0.07
-0.04 0.06 -0.26
-0.14 -0.66 0.06
0.19 0.02 0.85
0.25 0.17 -0.12
-0.26 0.45 0.12
0.25 0.05 -0.01
1.10 -0.48 0.26
0.01 -0.08 -0.42
0.18 -0.10 0.27
0.27 -2.03 0.79
-0.89 2.68 0.09
-2.49 -1.77 1.43
-0.24 -0.52 -1.96
0.25 1.06 0.58
1.34 0.02 -0.21
-0.09 0.17 -0.72
-0.26 0.86 0.00
0.22 0.34 -0.47
-0.82 -1.17 -0.09
0.75 -0.19 -0.20
0.29 0.60 -0.06
0.34 -0.15 0.59
0.36 0.36 -0.11
0.14 -0.07 0.48
0.39 -0.05 0.25
0.46 -0.16 -0.39
0.83 -0.15 -0.83
0.59 2.96 0.27
1.78 0.16 0.73
-1.39 0.36 0.80
1.09 -0.63 -1.67
0.25 -0.98 -0.15
-0.35 0.11 0.57
-0.05 -0.32 0.15
0.08 -0.02 0.31
0.01 -0.01 0.35
-0.09 -0.28 0.19
-0.08 -0.06 -0.37
0.05 -0.20 0.46
-0.18 0.13 -0.12
-0.65 -0.16 0.10
-1.23 -0.80 -0.68
-0.26 -0.10 0.27
-0.89 -0.25 0.41
-0.53 -0.03 1.01
-1.23 0.38 -0.93
1.43 0.67 1.00
0.25 0.44 -1.52
-0.85 -0.02 1.14
-0.77 -1.83 0.19
0.73 -0.18 1.03
0.10 0.58 -0.36
-0.47 -0.89 -1.62
0.38 0.22 -0.04
0.32 0.02 -0.45
0.27 0.30 -0.58
-0.38 -0.09 0.02
0.15 0.24 -0.51
0.36 0.44 0.19
0.41 -0.80 0.37
0.13 -0.09 0.32
-0.02 0.59 0.40
-0.24 0.52 -0.43
0.19 -0.40 0.15
0.41 0.17 0.02
0.07 -0.15 -0.12
-0.02 0.33 0.26
0.32 0.40 0.15
0.09 -0.14 0.05
-0.03 0.18 0.35
-0.16 -0.40 0.18
0.09 -0.16 -0.25
0.11 -0.09 -0.43
-0.30 -0.04 0.03
1.21 -0.68 0.58
-1.86 0.63 1.35
0.22 -0.01 1.17
0.60 -1.52 0.32
-1.08 0.62 -0.48
1.69 3.14 -0.03
-0.30 0.09 -0.52
-0.66 -0.59 -0.74
0.94 -0.24 0.67
-0.31 -0.20 0.00
0.00 -0.05 -0.03
0.15 -0.12 -0.07
-0.10 -0.20 -0.22
0.16 0.02 -0.22
0.25 -0.78 -0.19
0.16 -0.13 -1.21
-0.10 0.07 -0.37
-0.21 -0.13 0.08
0.19 -0.24 0.37
0.27 0.56 -0.33
0.27 -0.49 -0.21
0.00 0.08 -0.08
-0.07 0.28 -0.02
-0.16 -0.09 0.13
-0.26 0.03 -0.15
-0.15 -0.03 -0.32
-0.13 0.48 0.47
-0.49 0.06 -0.26
-0.02 -0.50 0.35
-0.64 -0.39 -0.63
-0.81 -0.62 -0.54
-0.59 0.67 0.74
0.44 0.85 0.24
-0.15 0.11 0.02
-0.69 -0.39 -1.45
1.76 0.11 0.29
-0.99 -0.12 -1.16
0.19 -1.36 -0.81
0.68 0.80 1.53
1.01 0.32 0.91
-0.09 0.33 0.49
0.67 0.02 -0.12
0.20 -0.13 0.19
-0.05 0.26 0.47
-0.82 -0.35 -0.27
-0.43 -0.45 0.22
0.27 0.14 0.08
-0.19 0.07 -0.34
0.17 -0.32 0.25
-0.15 0.26 -0.04
0.01 0.26 0.09
-0.11 -0.06 -0.23
0.44 0.34 0.08
0.19 -0.37 0.39
-0.27 -0.63 -0.48
-0.34 0.14 -0.37
-0.73 0.39 -0.36
0.27 0.27 0.08
0.61 0.05 0.54
-0.91 -0.96 -0.72
-0.07 -0.13 0.77
1.02 -1.59 1.07
-1.48 0.30 0.25
-0.56 1.42 -1.12
0.69 -2.20 -0.02
-0.10 -0.47 1.96
0.79 0.80 -0.41
0.00 0.77 0.23
0.82 1.52 -0.13
-0.82 0.08 -1.61
-0.16 0.52 -0.25
0.29 -0.06 -0.19
0.53 -0.13 0.27
-0.06 0.11 -0.29
-0.51 -0.01 0.04
0.39 0.36 -0.15
0.16 -0.48 -0.08
0.29 -0.03 0.26
-0.41 -0.41 -0.08
0.08 0.24 0.17
-0.39 -0.11 -0.16
0.08 -0.49 -0.33
-0.20 0.36 0.03
0.26 0.14 0.16
-0.14 0.13 -0.04
0.52 0.37 0.24
0.31 -0.13 -0.04
-0.17 0.30 -0.20
-0.46 -0.15 0.12
-0.76 0.16 -0.86
0.80 -0.11 -0.34
0.19 -1.03 -0.46
0.69 1.57 0.31
-0.32 -0.93 -0.04
0.05 -1.44 -0.20
-0.85 2.72 2.19
0.13 -0.66 -0.35
-0.05 -0.15 0.85
0.10 0.55 0.12
-0.81 -0.67 0.23
-0.27 -0.77 0.24
-0.26 0.05 0.18
-0.25 0.47 0.34
0.26 0.01 -0.02
0.03 -0.01 -0.21
0.04 0.38 0.03
-0.04 -0.58 -0.66
0.24 0.50 0.71
-0.52 -0.11 -1.07
-0.15 0.22 -0.75
0.16 0.17 -0.03
0.59 -0.32 0.08
0.19 -0.51 0.48
-0.07 0.07 0.00
-0.04 0.30 0.19
0.28 0.17 -0.09
-0.15 0.03 0.05
0.35 0.25 -0.13
0.56 -0.40 -1.02